Density functional theory data (ωB97M-V/def2-TZVPD) for the molecule C4H5NO2.

```
12
Properties=species:S:1:pos:R:3:forces:R:3
C -1.920662 0.384375 0.195856 -0.05 0.04 0.02
C -0.489296 -0.030534 0.051394 -0.16 -0.34 -0.17
C 0.027136 -1.187102 -0.429875 -0.27 0.23 0.09
O 1.395584 -1.097585 -0.366465 0.12 0.08 0.04
C 1.619774 0.117820 0.152232 -0.14 0.06 0.01
O 2.913820 0.425791 0.324672 -0.09 0.02 -0.13
N 0.565873 0.807051 0.435335 0.21 -0.33 -0.22
H -2.161161 0.585345 1.245452 0.08 -0.02 -0.14
H -2.115457 1.305003 -0.364724 0.08 -0.12 0.08
H -2.617093 -0.381953 -0.166799 0.31 0.10 0.06
H -0.368436 -2.105157 -0.842509 -0.01 0.25 0.16
H 3.149920 1.176950 -0.234568 -0.09 0.03 0.20
```
Forces are in eV/Å.

For the gap between HOMO and LUMO, the calculation gives 9.7 eV. Its spin multiplicity is 1. For the LUMO energy, the calculation gives 0.700 eV. For the calculated total energy, the calculation gives -360.64670 Eh. Its energy above the lowest of the compared OMol25 structures with the same formula, charge and spin is 0.618 eV.